(1)
The following is a DFT calculation (ωB97M-V/def2-TZVPD) of a structure of composition C15H27O12Pd2.

Atoms and positions in Å:
1 Pd -1.227 -3.918 -1.468
2 Pd 0.625 -1.469 -3.058
3 C 3.255 -2.393 -1.549
4 C 3.512 -0.890 -1.696
5 O 2.663 -0.342 -2.650
6 H 2.257 -2.605 -1.168
7 H 4.031 -2.932 -0.999
8 H 3.427 -2.872 -2.517
9 H 4.573 -0.717 -1.905
10 H 3.335 -0.256 -0.813
11 C 0.719 -0.621 0.956
12 C -0.146 -0.545 -0.292
13 O -0.472 -1.660 -1.083
14 H 0.238 -1.030 1.840
15 H 1.069 0.407 1.053
16 H 1.591 -1.218 0.686
17 H 0.504 -0.022 -1.034
18 H -0.923 0.226 -0.384
19 C 1.765 -4.739 -4.633
20 C 0.786 -4.816 -3.474
21 O 0.102 -3.623 -3.149
22 H 1.965 -5.736 -5.030
23 H 2.712 -4.297 -4.334
24 H 1.281 -4.254 -5.483
25 H 1.300 -5.267 -2.609
26 H 0.026 -5.607 -3.543
27 C -1.634 3.267 -3.200
28 C -0.724 3.181 -1.910
29 O 0.526 2.757 -2.422
30 C 0.474 2.501 -3.734
31 O 1.340 2.032 -4.398
32 O -0.674 3.054 -4.188
33 H -2.234 4.165 -3.332
34 H -2.386 2.471 -3.203
35 H -1.084 2.373 -1.267
36 H -0.693 4.040 -1.244
37 C -4.390 1.869 1.803
38 C -2.949 2.334 1.577
39 O -2.550 2.835 2.813
40 C -3.314 2.255 3.801
41 O -2.979 2.175 4.920
42 O -4.393 1.665 3.181
43 H -4.716 1.000 1.229
44 H -5.126 2.668 1.638
45 H -2.991 3.117 0.815
46 H -2.216 1.592 1.240
47 C -0.228 0.370 4.926
48 C 1.023 1.230 4.727
49 O 0.986 2.102 5.855
50 C 0.363 1.398 6.859
51 O 0.329 1.679 8.005
52 O -0.194 0.295 6.342
53 H -0.172 -0.581 4.394
54 H -1.118 0.823 4.491
55 H 0.742 1.743 3.803
56 H 2.014 0.788 4.818

Properties
E_tot (Eh): -1745.84985
Energy relative to the best compared isomer or geometry (same formula, charge and spin) (kJ/mol): 114.9
Charge: +1
Spin multiplicity: 5
HOMO-LUMO gap (spin up / spin down) (eV): 8.22 / 6.17
HOMO (spin up / spin down) (eV): -12.4 / -12.4

natural (NBO) population analysis, charges in e, atoms 1 to 5: 0.84 1.10 -0.67 -0.15 -0.30

***

(2)
The following is a DFT calculation (ωB97M-V/def2-TZVPD) of a structure of composition C16H19BFeN6.

Atoms and positions in Å:
1 H -0.303 2.941 1.287
2 N 0.130 1.782 -0.431
3 B 0.734 0.974 -2.767
4 N 0.580 2.112 -1.722
5 C 0.605 3.452 -1.846
6 Fe -0.273 -0.027 0.117
7 H 0.911 3.883 -2.796
8 C 0.243 4.021 -0.622
9 H 0.198 5.068 -0.369
10 C -0.027 2.950 0.244
11 H 1.137 1.357 -3.819
12 C -2.180 -2.579 1.848
13 H -2.585 -2.753 2.851
14 H -1.243 -3.129 1.733
15 H -2.919 -2.921 1.117
16 N -0.673 0.339 -2.779
17 N 1.603 -0.151 -2.158
18 N -1.272 -0.129 -1.606
19 N 1.242 -0.626 -0.891
20 C -1.498 0.182 -3.818
21 C 2.581 -0.932 -2.651
22 H -1.148 0.522 -4.786
23 H 2.982 -0.744 -3.633
24 C -2.671 -0.410 -3.354
25 C 2.915 -1.881 -1.680
26 C -2.497 -0.587 -1.971
27 C 2.076 -1.649 -0.591
28 H -3.517 -0.664 -3.963
29 H 3.667 -2.637 -1.730
30 H -3.164 -1.008 -1.234
31 H 2.014 -2.128 0.374
32 H -1.965 -1.506 1.712
33 C 0.667 -0.329 4.788
34 C 1.035 -1.368 3.925
35 C 0.702 -1.319 2.551
36 C -0.026 -0.234 2.016
37 C -0.400 0.801 2.892
38 C -0.031 0.763 4.261
39 H 0.948 -0.360 5.849
40 H 1.615 -2.215 4.300
41 H 1.031 -2.146 1.920
42 H -0.950 1.671 2.527
43 H -0.273 1.614 4.902

Properties
E_tot (Eh): -2238.20824
Spin multiplicity: 5
HOMO-LUMO gap (spin up / spin down) (eV): 8.58 / 8.31
HOMO (spin up / spin down) (eV): -7.9 / -7.7

natural (NBO) population analysis, charges in e, atoms 1 to 5: 0.22 -0.41 0.55 -0.32 0.01

***

(3)
The following is a DFT calculation (ωB97M-V/def2-TZVPD) of an isolated molecule of C7H15B.

Atoms and positions in Å:
1 B -0.154 0.976 0.336
2 C 0.676 0.425 1.581
3 C 1.470 -1.007 1.143
4 C 1.252 -0.943 -0.376
5 C -0.434 -0.268 -0.553
6 C -0.415 2.499 0.036
7 C -0.825 -0.163 -1.978
8 C -1.315 -1.224 0.213
9 H 1.384 1.169 1.967
10 H -0.084 0.204 2.406
11 H 2.522 -0.879 1.373
12 H 0.894 -1.888 1.602
13 H 2.013 -0.401 -0.861
14 H 1.189 -1.972 -0.830
15 H 0.588 2.686 -0.338
16 H -0.481 3.113 0.915
17 H -1.144 2.675 -0.722
18 H 0.007 -0.148 -2.795
19 H -1.384 0.693 -2.171
20 H -1.365 -1.073 -2.166
21 H -0.963 -2.288 0.119
22 H -2.308 -1.171 -0.214
23 H -1.125 -1.016 1.315

Properties
E_tot (Eh): -300.49780
Energy relative to the best compared isomer or geometry (same formula, charge and spin) (kJ/mol): 198.6
Spin multiplicity: 1
HOMO-LUMO gap (eV): 9.90
Structure (SMILES): CB1CCCC1(C)C
HOMO (eV): -9.2

natural (NBO) population analysis, charges in e, atoms 1 to 5: 0.91 -0.78 -0.42 -0.37 -0.38

***

(4)
The following is a DFT calculation (ωB97M-V/def2-TZVPD) of an isolated molecule of C4H7NO2.

Atoms and positions in Å:
1 C 1.366 -1.101 0.288
2 C 0.275 -0.147 -0.151
3 C 0.728 1.090 -0.738
4 O -0.228 -0.518 -1.438
5 C -1.047 -0.217 0.562
6 O -1.356 -1.275 1.069
7 N -1.930 0.810 0.418
8 H 2.380 -0.720 0.106
9 H 1.253 -1.371 1.334
10 H 1.223 -1.989 -0.328
11 H 0.147 2.007 -0.832
12 H 1.806 1.284 -0.876
13 H -2.860 0.636 0.761
14 H -1.689 1.747 0.160

Properties
E_tot (Eh): -361.74056
Energy relative to the best compared isomer or geometry (same formula, charge and spin) (kJ/mol): 368.4
Spin multiplicity: 1
HOMO-LUMO gap (spin up / spin down) (eV): 8.55 / 8.51
HOMO (spin up / spin down) (eV): -9.5 / -9.5

natural (NBO) population analysis, charges in e, atoms 1 to 5: -0.62 0.01 -0.05 -0.48 0.67

***

(5)
The following is a DFT calculation (ωB97M-V/def2-TZVPD) of a structure of composition C34H41CsN5OSe3Te2.

Atoms and positions in Å:
1 Cs -1.007 -0.151 0.643
2 C 1.572 2.712 -1.839
3 C 1.211 3.467 -0.559
4 N -0.059 3.023 -0.014
5 C -0.350 3.494 1.329
6 C 0.559 2.822 2.344
7 C 0.813 3.348 3.602
8 C 1.612 2.615 4.470
9 C 2.164 1.413 4.054
10 C 1.872 0.977 2.768
11 C 2.420 -0.323 2.203
12 N 2.341 -0.337 0.750
13 C 3.267 0.562 0.087
14 C 2.960 0.702 -1.402
15 N 1.655 1.270 -1.689
16 N 1.083 1.668 1.957
17 H 2.516 3.133 -2.226
18 H 0.805 2.914 -2.591
19 H 1.221 4.546 -0.783
20 H 1.976 3.296 0.203
21 H -0.819 3.225 -0.649
22 H -1.370 3.190 1.595
23 H -0.273 4.585 1.445
24 H 0.380 4.295 3.904
25 H 1.808 2.983 5.472
26 H 2.785 0.814 4.712
27 H 1.797 -1.133 2.596
28 H 3.438 -0.477 2.591
29 H 2.427 -1.280 0.392
30 H 4.318 0.250 0.209
31 H 3.172 1.543 0.557
32 H 3.003 -0.294 -1.856
33 H 3.771 1.295 -1.856
34 H 1.254 0.839 -2.512
35 Se -2.541 -2.952 -1.514
36 Se -1.653 -2.148 -3.421
37 Te -1.813 0.327 -2.962
38 Se -0.491 1.319 -4.780
39 C 0.053 -9.452 3.975
40 C -0.117 -7.959 3.821
41 C 0.042 -7.335 2.593
42 C -0.103 -5.952 2.453
43 C 0.080 -5.349 1.076
44 C -0.410 -5.126 3.552
45 Te -0.808 -2.821 3.198
46 N -1.041 -0.669 3.196
47 C -1.992 0.181 3.427
48 O -2.212 1.255 2.739
49 C -2.867 -0.015 4.668
50 C -3.548 -1.199 4.953
51 C -4.255 -1.346 6.142
52 C -4.288 -0.319 7.079
53 C -3.620 0.871 6.803
54 C -2.932 1.023 5.603
55 C 0.679 -2.464 4.685
56 C 0.351 -1.556 5.696
57 C 1.246 -1.235 6.706
58 C 2.514 -1.808 6.709
59 C 2.859 -2.690 5.697
60 C 1.964 -3.036 4.678
61 C 2.441 -3.990 3.610
62 C -0.610 -5.776 4.793
63 C -1.009 -5.035 6.055
64 C -0.453 -7.161 4.908
65 H 0.343 -9.912 3.028
66 H -0.874 -9.930 4.309
67 H 0.824 -9.691 4.714
68 H 0.291 -7.938 1.720
69 H 0.354 -6.111 0.341
70 H 0.851 -4.574 1.079
71 H -0.834 -4.862 0.727
72 H -3.508 -2.015 4.247
73 H -4.777 -2.276 6.344
74 H -4.828 -0.443 8.012
75 H -3.643 1.684 7.523
76 H -2.429 1.955 5.364
77 H -0.626 -1.088 5.671
78 H 0.957 -0.532 7.480
79 H 3.230 -1.563 7.485
80 H 3.857 -3.122 5.683
81 H 3.534 -3.978 3.551
82 H 2.025 -3.717 2.638
83 H 2.114 -5.014 3.810
84 H -1.622 -4.166 5.825
85 H -0.134 -4.672 6.603
86 H -1.572 -5.695 6.723
87 H -0.610 -7.633 5.879

Properties
E_tot (Eh): -9429.73345
Energy relative to the best compared isomer or geometry (same formula, charge and spin) (kJ/mol): 150.9
Charge: -2
Spin multiplicity: 2
HOMO-LUMO gap (spin up / spin down) (eV): 4.56 / 3.68
HOMO (spin up / spin down) (eV): -1.0 / -0.9

Löwdin population analysis, charges in e, atoms 1 to 5: 0.88 -0.24 -0.22 -0.09 -0.18

***

(6)
The following is a DFT calculation (ωB97M-V/def2-TZVPD) of an isolated molecule of C7H11ClS2.

Atoms and positions in Å:
1 C -0.871 -1.195 0.674
2 C 0.278 -0.577 0.172
3 C -1.497 -0.860 1.804
4 C -0.561 1.992 0.327
5 C -1.296 -2.464 -0.089
6 C 1.172 -1.417 -0.783
7 C 1.153 4.225 0.363
8 S 0.801 0.991 0.284
9 S -0.594 3.640 0.887
10 Cl -0.934 0.389 2.764
11 H -2.227 -1.377 2.326
12 H -1.471 1.654 -0.203
13 H -0.982 -2.450 -1.128
14 H -2.356 -2.594 0.094
15 H -0.982 -3.509 0.378
16 H 0.767 -1.358 -1.793
17 H 1.517 -2.401 -0.460
18 H 2.169 -0.827 -0.942
19 H 1.727 4.411 1.262
20 H 0.801 5.115 -0.183
21 H 1.565 3.340 -0.218

Properties
E_tot (Eh): -1529.74172
Energy relative to the best compared isomer or geometry (same formula, charge and spin) (kJ/mol): 258.9
Spin multiplicity: 1
HOMO-LUMO gap (spin up / spin down) (eV): 6.63 / 6.91
HOMO (spin up / spin down) (eV): -6.9 / -6.9

natural (NBO) population analysis, charges in e, atoms 1 to 5: -0.09 -0.31 -0.25 -0.69 -0.63

***

(7)
The following is a DFT calculation (ωB97M-V/def2-TZVPD) of an isolated molecule of C5H8Cl2Si.

Atoms and positions in Å:
1 C 0.719 -0.904 -1.297
2 C -0.560 -0.555 -1.164
3 C 1.740 -0.191 -0.494
4 C -0.940 0.499 -0.095
5 C -1.573 -0.220 1.149
6 Si 0.777 1.003 0.589
7 Cl 1.192 2.916 0.132
8 Cl 1.188 0.709 2.525
9 H 0.902 -1.636 -2.100
10 H -1.295 -1.102 -1.778
11 H 2.403 -0.989 -0.097
12 H 2.445 0.204 -1.282
13 H -1.601 1.377 -0.292
14 H -1.007 -1.027 1.597
15 H -2.520 -0.603 0.807
16 H -1.870 0.520 1.798

Properties
E_tot (Eh): -1405.27302
Energy relative to the best compared isomer or geometry (same formula, charge and spin) (kJ/mol): 0.0
Spin multiplicity: 1
HOMO-LUMO gap (eV): 10.12
Structure (SMILES): C[C@@H]1C=CC[Si]1(Cl)Cl
HOMO (eV): -9.4

natural (NBO) population analysis, charges in e, atoms 1 to 5: -0.18 -0.21 -0.96 -0.68 -0.61

***

(8)
The following is a DFT calculation (ωB97M-V/def2-TZVPD) of a cluster of 5 separate species, C24H56N2O5 in total.

Atoms and positions in Å:
1 C 20.322 4.945 16.482
2 C 21.743 5.501 16.038
3 C 22.696 5.372 17.193
4 C 23.259 3.994 17.364
5 C 23.838 3.573 16.023
6 C 22.911 3.486 14.843
7 N 22.346 4.870 14.827
8 O 21.547 4.952 13.729
9 C 23.820 3.283 13.564
10 C 21.980 2.328 14.884
11 C 21.644 7.006 15.652
12 H 19.934 5.570 17.286
13 H 20.423 3.934 16.876
14 H 19.521 4.846 15.749
15 H 23.607 5.953 17.052
16 H 22.164 5.551 18.127
17 H 22.498 3.250 17.598
18 H 23.876 3.964 18.262
19 H 24.375 2.632 16.145
20 H 24.650 4.252 15.760
21 H 24.274 2.298 13.453
22 H 23.245 3.373 12.642
23 H 24.501 4.130 13.476
24 H 22.475 1.363 14.775
25 H 21.290 2.273 15.726
26 H 21.398 2.386 13.964
27 H 22.585 7.284 15.177
28 H 21.401 7.587 16.542
29 H 20.812 7.068 14.951
30 H 22.234 4.932 13.058
31 C 15.998 -1.114 14.967
32 C 17.462 -0.936 14.321
33 C 18.329 -2.186 14.745
34 C 19.644 -2.233 13.996
35 C 19.362 -2.322 12.487
36 C 18.488 -1.109 11.918
37 N 17.359 -0.911 12.827
38 O 16.528 0.126 12.398
39 C 19.445 0.130 11.853
40 C 18.085 -1.529 10.497
41 C 18.031 0.383 14.946
42 H 15.567 -2.077 14.693
43 H 15.291 -0.449 14.471
44 H 16.048 -0.914 16.037
45 H 18.586 -2.211 15.804
46 H 17.854 -3.154 14.583
47 H 20.239 -3.099 14.286
48 H 20.191 -1.357 14.344
49 H 18.843 -3.249 12.244
50 H 20.323 -2.432 11.984
51 H 20.185 0.279 12.639
52 H 20.028 0.095 10.933
53 H 18.846 1.036 11.758
54 H 18.880 -1.909 9.856
55 H 17.434 -2.404 10.511
56 H 17.409 -0.822 10.014
57 H 18.060 0.504 16.028
58 H 17.305 1.132 14.628
59 H 19.027 0.639 14.585
60 H 15.761 -0.340 12.058
61 C 21.897 7.281 10.006
62 C 21.426 6.171 9.064
63 O 20.301 6.631 8.368
64 H 22.778 7.005 10.585
65 H 21.167 7.566 10.764
66 H 22.141 8.230 9.529
67 H 21.140 5.248 9.568
68 H 22.190 5.910 8.332
69 H 20.080 5.996 7.682
70 C 18.233 4.162 12.749
71 C 18.969 4.238 11.378
72 O 19.455 5.596 11.236
73 H 17.993 3.129 12.999
74 H 17.345 4.786 12.849
75 H 18.977 4.530 13.456
76 H 18.187 4.024 10.649
77 H 19.700 3.431 11.337
78 H 19.503 5.788 10.297
79 C 17.135 7.851 10.689
80 C 18.368 8.604 11.235
81 O 18.748 8.065 12.474
82 H 17.323 6.780 10.612
83 H 17.169 8.172 9.648
84 H 16.206 8.016 11.234
85 H 18.215 9.680 11.321
86 H 19.214 8.426 10.571
87 H 18.984 7.140 12.372

Properties
E_tot (Eh): -1433.56550
Energy relative to the best compared isomer or geometry (same formula, charge and spin) (kJ/mol): 253.6
Spin multiplicity: 1
HOMO-LUMO gap (eV): 8.52
Structure (SMILES): CC1(C)CCCC(C)(C)N1O.CC1(C)CCCC(C)(C)N1O.CCO.CCO.CCO
HOMO (eV): -8.0

Löwdin population analysis, charges in e, atoms 1 to 5: 0.00 -0.47 -0.17 -0.19 -0.16

***

Molecular weight list, top to bottom, in u: 612.2, 362.0, 110.0, 101.1, 1160.7, 194.8, 167.1, 452.7